Formula: C42H34N3
Source: OMol25
Level of theory: wB97M-V/def2-TZVPD

Last column: Löwdin charge in e.
Geometry (Å):
C: -1.980 -2.718 -6.930  -0.077
C: -1.453 -3.885 -6.362  -0.071
C: -0.368 -3.811 -5.488  -0.004
C: 0.187 -2.561 -5.195  -0.226
N: 1.255 -2.498 -4.254  -0.046
C: 2.582 -2.378 -4.759  -0.221
C: 3.071 -1.109 -5.088  -0.012
C: 4.321 -0.995 -5.699  -0.070
C: 5.085 -2.141 -5.952  -0.078
C: 4.590 -3.406 -5.614  -0.070
C: 3.327 -3.532 -5.030  -0.011
C: 0.963 -2.198 -2.910  -0.168
C: 1.318 -3.145 -1.933  0.028
C: 0.922 -2.956 -0.630  0.013
C: 0.364 -1.718 -0.216  -0.213
C: 0.110 -1.524 1.161  0.072
C: 0.059 -0.239 1.760  -0.206
C: -0.730 -0.033 2.924  0.013
C: -0.751 1.197 3.551  0.026
C: 0.052 2.251 3.052  -0.163
N: -0.028 3.498 3.644  -0.003
C: 0.914 4.522 3.353  -0.247
C: 0.622 5.484 2.380  -0.010
C: 1.530 6.524 2.155  -0.064
C: 2.689 6.626 2.932  -0.072
C: 2.960 5.670 3.919  -0.066
C: 2.084 4.603 4.120  -0.007
C: -1.221 3.895 4.313  -0.246
C: -1.231 3.931 5.711  -0.008
C: -2.408 4.287 6.370  -0.065
C: -3.543 4.653 5.637  -0.071
C: -3.500 4.669 4.239  -0.064
C: -2.338 4.284 3.567  -0.012
C: 0.904 2.046 1.952  0.022
C: 0.838 0.853 1.264  0.001
C: 0.051 -0.751 -1.219  0.006
C: 0.313 -1.011 -2.553  0.024
C: -0.309 -1.394 -5.768  -0.024
C: -1.407 -1.478 -6.631  -0.067
H: -2.847 -2.774 -7.590  0.108
H: -1.890 -4.860 -6.574  0.107
H: 0.068 -4.689 -5.002  0.118
H: 2.442 -0.237 -4.886  0.111
H: 4.681 -0.005 -5.977  0.107
H: 6.064 -2.046 -6.422  0.108
H: 5.174 -4.307 -5.808  0.108
H: 2.890 -4.503 -4.785  0.114
H: 1.867 -4.033 -2.249  0.128
H: 1.055 -3.731 0.131  0.131
H: 0.119 -2.398 1.818  0.112
H: -1.326 -0.873 3.273  0.107
H: -1.369 1.376 4.427  0.123
H: -0.308 5.392 1.812  0.116
H: 1.316 7.246 1.367  0.109
H: 3.382 7.453 2.768  0.109
H: 3.854 5.738 4.538  0.110
H: 2.262 3.830 4.876  0.124
H: -0.314 3.658 6.244  0.125
H: -2.422 4.270 7.459  0.110
H: -4.461 4.928 6.158  0.109
H: -4.368 4.971 3.655  0.109
H: -2.270 4.284 2.474  0.119
H: 1.573 2.840 1.623  0.125
H: 1.421 0.723 0.354  0.121
H: -0.423 0.197 -0.946  0.128
H: 0.052 -0.289 -3.330  0.114
H: 0.163 -0.443 -5.504  0.104
H: -1.812 -0.557 -7.045  0.106
N: -1.846 -3.144 2.174  0.011
C: -2.833 -3.273 1.279  -0.120
C: -3.983 -4.060 1.519  -0.052
C: -4.101 -4.744 2.725  -0.062
C: -3.063 -4.618 3.655  -0.055
C: -1.959 -3.816 3.332  -0.135
H: -2.702 -2.727 0.344  0.107
H: -4.744 -4.107 0.745  0.105
H: -4.977 -5.361 2.937  0.115
H: -3.088 -5.124 4.619  0.109
H: -1.125 -3.700 4.038  0.114

- Energy: -1784.88336 Ha
- Max |F|: 1.4 eV/A
- Lowest unoccupied orbital energy: -4.309 eV
- Frontier orbital gap: 6.110 eV
- Total charge: +1